1.
The following is a DFT calculation (the ωB97M-V functional and the def2-TZVPD basis) of the molecule C4H10O2S2 at a distorted geometry.

Computed properties:
- E (Ha) = -1105.23621
- max |F| (eV/A) = 1.81
- relative energy (zero: lowest compared OMol25 entry of this formula, charge and spin) (eV) = 1.219
- total charge = 0
- highest occupied orbital energy (eV) = -9.08
- SMILES string = OC[C@@H](S)[C@@H](S)CO
- HOMO-LUMO gap (eV) = 9.61
- E_LUMO (hartree) = 0.0193

Geometry (Å):
H1 2.198 2.041 0.492
C1 -1.762 -0.556 0.377
C2 -0.603 0.453 0.799
H2 -1.540 -1.569 0.697
H3 -2.713 -0.216 0.857
O1 -2.022 -0.490 -1.020
O2 0.476 -1.638 -1.142
H4 -1.202 -0.854 -1.366
H5 -0.748 0.726 1.858
C3 0.810 -0.075 0.598
C4 1.215 -0.449 -0.814
H6 0.847 -1.992 -1.963
H7 -0.186 2.803 0.459
H8 2.323 -0.676 -0.763
H9 0.987 0.387 -1.514
S1 -0.983 1.972 -0.200
S2 1.974 1.110 1.431
H10 0.927 -0.978 1.213

=====

2.
The following is a DFT calculation (the ωB97M-V functional and the def2-TZVPD basis) of a structure of composition C4H10O2S3 at a distorted geometry.

Computed properties:
- E (Ha) = -1503.26847
- max |F| (eV/A) = 4.48
- relative energy (zero: lowest compared OMol25 entry of this formula, charge and spin) (eV) = 2.503
- total charge = 0
- highest occupied orbital energy (eV) = -8.89
- HOMO-LUMO gap (eV) = 8.45
- E_LUMO (hartree) = -0.0160

Geometry (Å):
H1 0.978 -2.300 -1.199
H2 3.860 -0.335 2.259
C1 -1.321 0.855 -0.710
H3 -2.245 1.162 -0.897
C2 -1.457 -0.302 0.296
O1 0.420 -2.197 -0.471
H4 2.484 0.473 -2.035
C3 0.014 -0.431 0.892
S1 2.670 1.791 0.518
H5 0.480 0.616 1.273
H6 -2.252 -0.049 1.151
S2 3.926 -0.942 1.076
S3 3.587 -0.125 -1.547
H7 -0.047 -1.222 1.655
C4 3.280 0.361 0.112
H8 -0.868 0.572 -1.558
H9 -0.790 1.578 -0.193
O2 0.850 -0.878 -0.095
H10 -1.854 -1.063 -0.344

=====

3.
The following is a DFT calculation (the ωB97M-V functional and the def2-TZVPD basis) of a cluster of 3 separate species, C4H10O3 in total at a distorted geometry.

Computed properties:
- E (Ha) = -384.02822
- ⟨S²⟩ = 0.7503
- spin multiplicity = 2
- max |F| (eV/A) = 3.54
- relative energy (zero: lowest compared OMol25 entry of this formula, charge and spin) (eV) = 1.276
- total charge = -1
- highest occupied orbital energy (alpha / beta) (eV) = 1.02 / -5.67
- HOMO-LUMO gap (alpha / beta) (eV) = 2.38 / 9.01
- E_LUMO (alpha / beta) (hartree) = 0.1251 / 0.1228

Geometry (Å):
H1 1.688 -1.369 -2.850
C1 -1.315 1.796 -1.305
H2 -0.378 -4.342 2.039
C2 -0.245 2.266 1.633
C3 -0.204 1.198 0.841
H3 -0.262 3.305 1.363
H4 -0.116 2.068 2.696
C4 -0.337 1.219 -0.627
H5 0.400 -4.600 0.773
H6 -2.116 2.279 -0.758
O1 -0.217 -3.971 1.166
O2 0.169 -0.011 1.345
H7 -0.164 -0.682 0.829
O3 1.803 -1.248 -1.889
H8 0.469 0.658 -1.075
H9 -1.343 1.794 -2.387
H10 2.169 -0.359 -1.795

=====

4.
The following is a DFT calculation (the ωB97M-V functional and the def2-TZVPD basis) of a cluster of 3 separate species, C4H10O3 in total at a distorted geometry.

Computed properties:
- E (Ha) = -384.01518
- max |F| (eV/A) = 6.76
- relative energy (zero: lowest compared OMol25 entry of this formula, charge and spin) (eV) = 3.658
- total charge = 0
- highest occupied orbital energy (eV) = -9.28
- SMILES string = C=CC(=C)O.O.O
- HOMO-LUMO gap (eV) = 9.57
- E_LUMO (hartree) = 0.0104

Geometry (Å):
C1 -0.501 1.339 1.997
C2 1.846 -0.982 0.287
H1 -1.423 0.022 -0.939
O1 -2.142 0.270 -1.465
H2 0.407 -0.411 -2.036
H3 3.021 -1.116 0.263
H4 -1.419 1.172 2.509
C3 1.475 0.214 0.820
H5 -0.771 -1.231 -2.644
O2 0.110 -0.798 -2.814
H6 -1.816 0.515 -2.468
H7 2.183 1.114 1.012
H8 -1.275 -0.720 1.324
C4 0.083 0.524 1.140
H9 -0.226 2.336 2.239
H10 1.128 -1.669 0.142
O3 -0.681 -0.580 0.634

=====

5.
The following is a DFT calculation (the ωB97M-V functional and the def2-TZVPD basis) of a cluster of 2 separate species, C4H10O3 in total at a distorted geometry.

Computed properties:
- E (Ha) = -384.08662
- max |F| (eV/A) = 1.96
- relative energy (zero: lowest compared OMol25 entry of this formula, charge and spin) (eV) = 1.714
- total charge = 0
- highest occupied orbital energy (eV) = -9.89
- SMILES string = O=CCCCO.O
- HOMO-LUMO gap (eV) = 10.48
- E_LUMO (hartree) = 0.0217

Geometry (Å):
O1 -1.019 -1.505 2.061
H1 -2.120 0.661 -2.041
H2 0.789 -0.727 2.428
O2 -0.302 1.552 -1.804
H3 -0.679 -0.431 -2.342
O3 3.344 -0.255 -0.109
H4 0.104 1.620 -2.672
H5 -0.447 1.265 1.179
C1 -0.154 -0.699 1.864
H6 3.450 -0.248 0.857
H7 0.672 0.274 0.118
H8 -1.377 -1.198 -0.332
C2 -0.241 0.294 0.723
H9 2.892 0.595 -0.223
C3 -1.104 0.380 -1.770
C4 -1.302 -0.105 -0.304
H10 -2.307 0.163 0.033

=====

6.
The following is a DFT calculation (the ωB97M-V functional and the def2-TZVPD basis) of a cluster of 3 separate species, C4H10O3 in total at a distorted geometry.

Computed properties:
- E (Ha) = -383.99944
- max |F| (eV/A) = 4.14
- relative energy (zero: lowest compared OMol25 entry of this formula, charge and spin) (eV) = 4.087
- total charge = 0
- highest occupied orbital energy (eV) = -7.93
- SMILES string = C=CC(=C)O.O.O
- HOMO-LUMO gap (eV) = 8.51
- E_LUMO (hartree) = 0.0214

Geometry (Å):
H1 2.204 -2.607 0.430
H2 -1.982 2.485 0.970
O1 0.351 -0.010 1.215
H3 0.265 -0.536 2.061
H4 -0.856 3.457 1.163
H5 1.546 1.364 -0.534
H6 -3.603 -0.028 -1.653
O2 -3.120 -0.564 -0.978
H7 0.892 0.982 -2.377
O3 -1.072 2.632 0.672
C1 1.572 -2.033 1.106
C2 1.246 0.762 -1.374
H8 1.795 -1.396 -1.556
C3 1.486 -0.547 -0.980
C4 1.231 -0.843 0.472
H9 1.900 -1.932 2.108
H10 -3.854 -1.188 -0.745

=====

7.
The following is a DFT calculation (the ωB97M-V functional and the def2-TZVPD basis) of a cluster of 2 separate species, C4H10O3 in total at a distorted geometry.

Computed properties:
- E (Ha) = -384.13085
- max |F| (eV/A) = 2.22
- relative energy (zero: lowest compared OMol25 entry of this formula, charge and spin) (eV) = 0.511
- total charge = 0
- highest occupied orbital energy (eV) = -10.32
- SMILES string = CCCC(=O)O.O
- HOMO-LUMO gap (eV) = 10.90
- E_LUMO (hartree) = 0.0215

Geometry (Å):
C1 0.903 0.078 0.276
O1 0.068 3.329 0.959
H1 -0.020 3.160 -1.381
O2 -0.499 2.431 -0.988
O3 -1.676 -2.644 -1.750
C2 -0.166 0.961 0.893
H2 -0.120 -1.793 0.205
H3 -1.811 -1.939 -2.418
H4 -0.893 -3.128 -2.065
C3 -0.162 2.343 0.319
H5 -1.137 0.471 0.811
H6 1.664 -1.933 0.838
H7 0.356 -1.329 1.808
C4 0.718 -1.402 0.790
H8 0.782 0.004 -0.803
H9 0.064 1.084 1.950
H10 1.929 0.308 0.556

=====

8.
The following is a DFT calculation (the ωB97M-V functional and the def2-TZVPD basis) of a cluster of 2 separate species, C4H10O3 in total at a distorted geometry.

Computed properties:
- E (Ha) = -384.05588
- max |F| (eV/A) = 3.85
- relative energy (zero: lowest compared OMol25 entry of this formula, charge and spin) (eV) = 2.551
- total charge = 0
- highest occupied orbital energy (eV) = -10.25
- SMILES string = CCOC(C)=O.O
- HOMO-LUMO gap (eV) = 11.00
- E_LUMO (hartree) = 0.0279

Geometry (Å):
H1 0.304 -2.669 1.007
C1 0.901 -1.770 0.777
H2 -0.765 -0.992 -0.322
C2 -0.140 1.499 -0.690
H3 1.531 -1.534 1.651
O1 0.597 0.461 -0.248
H4 -1.183 -1.895 0.316
H5 0.172 3.511 -1.315
C3 0.808 2.693 -0.936
H6 1.539 2.425 -1.717
H7 -2.717 -1.838 0.055
O2 -1.303 1.568 -0.902
C4 -0.040 -0.572 0.400
O3 -2.030 -1.596 0.717
H8 -0.587 -0.352 1.337
H9 1.558 -1.994 -0.080
H10 1.357 3.056 -0.051

=====

9.
The following is a DFT calculation (the ωB97M-V functional and the def2-TZVPD basis) of a cluster of 2 separate species, C4H10O3 in total at a distorted geometry.

Computed properties:
- E (Ha) = -384.02174
- max |F| (eV/A) = 6.38
- relative energy (zero: lowest compared OMol25 entry of this formula, charge and spin) (eV) = 3.480
- total charge = 0
- highest occupied orbital energy (eV) = -9.99
- SMILES string = O=CCCCO.O
- HOMO-LUMO gap (eV) = 10.20
- E_LUMO (hartree) = 0.0080

Geometry (Å):
O1 3.018 -3.261 -3.857
H1 1.684 0.486 1.432
H2 1.364 0.242 -0.378
H3 2.230 -3.058 -4.305
O2 1.723 2.185 0.177
C1 -2.548 0.350 1.048
H4 -1.191 -0.758 0.525
C2 -0.151 1.068 1.188
O3 -3.382 -0.458 0.480
C3 1.244 0.906 0.528
H5 -2.782 1.173 1.745
C4 -1.154 -0.150 1.390
H6 3.186 -4.151 -4.222
H7 -0.034 1.667 2.054
H8 -0.781 1.855 0.638
H9 -0.840 -0.847 2.195
H10 1.952 2.616 0.987

=====

10.
The following is a DFT calculation (the ωB97M-V functional and the def2-TZVPD basis) of the ion C4H10O3P with charge -1 at a distorted geometry.

Computed properties:
- E (Ha) = -725.55185
- max |F| (eV/A) = 4.75
- relative energy (zero: lowest compared OMol25 entry of this formula, charge and spin) (eV) = 0.345
- total charge = -1
- highest occupied orbital energy (eV) = -4.49
- SMILES string = CC(C)[P@@](=O)([O-])CO
- HOMO-LUMO gap (eV) = 8.43
- E_LUMO (hartree) = 0.1444

Geometry (Å):
H1 1.682 -0.382 -1.714
O1 -0.443 0.319 -2.009
H2 -1.356 2.371 0.674
H3 -1.576 1.304 2.079
H4 -0.418 -0.558 1.518
H5 1.015 1.564 -0.273
H6 1.594 0.346 0.998
O2 1.880 -1.311 -1.851
P1 -0.734 -0.724 -0.970
O3 -2.005 -1.443 -0.801
C1 -1.546 1.258 1.041
H7 -2.469 0.826 0.689
C2 -0.434 0.221 0.618
C3 0.953 -1.863 -1.004
H8 0.840 -2.909 -1.371
H9 0.733 1.679 1.631
H10 1.455 -1.790 -0.035
C4 0.831 1.091 0.781

=====

11.
The following is a DFT calculation (the ωB97M-V functional and the def2-TZVPD basis) of a cluster of 2 separate species, C4H10O5 in total at a distorted geometry.

Computed properties:
- E (Ha) = -534.50171
- max |F| (eV/A) = 4.82
- relative energy (zero: lowest compared OMol25 entry of this formula, charge and spin) (eV) = 3.892
- total charge = 0
- highest occupied orbital energy (eV) = -9.29
- SMILES string = COC(O)(O)OC.C=O
- HOMO-LUMO gap (eV) = 9.26
- E_LUMO (hartree) = -0.0010

Geometry (Å):
H1 -2.537 -0.270 -1.657
H2 0.961 2.670 -0.150
H3 1.247 -1.135 -1.604
O1 0.371 2.195 -0.748
C1 -2.116 0.235 -0.791
C2 -0.150 -1.467 1.882
O2 0.772 -1.815 1.138
C3 0.034 1.016 -0.159
O3 1.429 0.154 0.016
O4 -0.393 1.153 1.097
H4 2.799 -1.121 -0.774
H5 -2.270 -0.373 0.103
O5 -0.712 0.317 -1.031
H6 -1.190 -1.705 1.602
H7 -2.544 1.230 -0.664
H8 0.014 0.385 1.734
C4 1.977 -0.484 -1.109
H9 0.003 -1.254 2.950
H10 2.303 0.269 -1.835

=====

12.
The following is a DFT calculation (the ωB97M-V functional and the def2-TZVPD basis) of a cluster of 2 separate species, C4H10OS in total at a distorted geometry.

Computed properties:
- E (Ha) = -631.72036
- ⟨S²⟩ = 0.7525
- spin multiplicity = 2
- max |F| (eV/A) = 5.46
- relative energy (zero: lowest compared OMol25 entry of this formula, charge and spin) (eV) = 1.336
- total charge = -1
- highest occupied orbital energy (alpha / beta) (eV) = 0.77 / -3.49
- HOMO-LUMO gap (alpha / beta) (eV) = 2.50 / 6.66
- E_LUMO (alpha / beta) (hartree) = 0.1199 / 0.1167

Geometry (Å):
H1 0.872 -0.611 -0.385
C1 -0.093 1.021 1.583
H2 -2.230 0.389 -0.294
H3 0.019 0.892 2.729
H4 2.401 0.114 -1.060
C2 -1.764 0.095 -1.146
H5 -1.756 -1.626 -2.591
C3 1.863 -0.305 -0.244
C4 -1.632 -1.405 -1.476
H6 -0.527 1.980 1.357
H7 -0.779 0.432 -1.228
H8 -2.278 0.618 -1.984
H9 2.394 -1.083 0.414
O1 -1.880 -2.244 -0.637
H10 -0.511 0.158 1.254
S1 1.699 1.266 0.912

=====

13.
The following is a DFT calculation (the ωB97M-V functional and the def2-TZVPD basis) of a cluster of 2 separate species, C4H10OS in total at a distorted geometry.

Computed properties:
- E (Ha) = -631.61216
- max |F| (eV/A) = 4.41
- relative energy (zero: lowest compared OMol25 entry of this formula, charge and spin) (eV) = 5.783
- total charge = 0
- highest occupied orbital energy (alpha / beta) (eV) = -8.23 / -8.37
- HOMO-LUMO gap (alpha / beta) (eV) = 7.40 / 8.25
- E_LUMO (alpha / beta) (hartree) = -0.0303 / -0.0045

Geometry (Å):
O1 -0.299 -1.219 1.720
H1 2.988 0.933 0.052
H2 -0.226 -2.809 -0.452
H3 2.261 -0.426 -0.803
C1 2.140 0.184 0.122
H4 0.218 -1.569 -1.772
C2 0.178 -1.839 -0.752
H5 -2.959 1.551 0.972
H6 0.609 1.653 -0.619
H7 -3.280 0.098 -0.276
H8 -2.226 1.421 -0.773
H9 0.486 1.442 1.091
C3 0.733 0.865 0.187
S1 -0.462 -0.682 0.341
C4 -2.591 0.841 0.100
H10 2.431 -0.445 0.862

=====

14.
The following is a DFT calculation (the ωB97M-V functional and the def2-TZVPD basis) of a cluster of 2 separate species, C4H10OS in total at a distorted geometry.

Computed properties:
- E (Ha) = -631.75238
- max |F| (eV/A) = 3.20
- relative energy (zero: lowest compared OMol25 entry of this formula, charge and spin) (eV) = 1.967
- total charge = 0
- highest occupied orbital energy (eV) = -9.10
- SMILES string = CC=O.CCS
- HOMO-LUMO gap (eV) = 9.86
- E_LUMO (hartree) = 0.0279

Geometry (Å):
H1 0.004 -2.438 -1.368
S1 -2.958 -0.441 0.056
H2 -1.606 -2.675 -1.010
H3 -0.737 -0.951 0.591
C1 -0.938 -1.853 -1.284
C2 1.519 1.806 0.015
H4 -3.007 0.380 1.187
H5 1.294 1.543 2.052
H6 1.712 1.094 -0.821
H7 -1.073 -1.493 -2.416
O1 0.758 2.712 0.039
H8 2.964 1.330 1.718
H9 1.935 0.286 1.002
C3 1.974 1.284 1.313
H10 -0.697 0.142 -0.764
C4 -1.143 -0.726 -0.309

=====

15.
The following is a DFT calculation (the ωB97M-V functional and the def2-TZVPD basis) of a cluster of 2 separate species, C4H10OS in total at a distorted geometry.

Computed properties:
- E (Ha) = -631.78431
- max |F| (eV/A) = 2.08
- relative energy (zero: lowest compared OMol25 entry of this formula, charge and spin) (eV) = 1.099
- total charge = 0
- highest occupied orbital energy (eV) = -8.60
- SMILES string = CC=O.CSC
- HOMO-LUMO gap (eV) = 9.41
- E_LUMO (hartree) = 0.0297

Geometry (Å):
H1 1.350 1.529 2.449
H2 1.017 -3.723 -2.771
H3 -0.663 -3.645 -2.689
C1 0.474 -1.787 -2.474
H4 0.070 3.074 0.465
H5 0.359 0.316 3.417
H6 -1.398 2.599 -0.199
H7 0.764 -1.029 -1.718
H8 0.259 -3.534 -1.156
H9 -1.556 3.535 1.214
C2 0.403 1.286 2.896
O1 0.471 -1.316 -3.591
C3 0.223 -3.233 -2.192
C4 -0.928 2.749 0.784
S1 -1.058 1.238 1.803
H10 0.214 1.941 3.760